[1]
Below is 12 unconnected molecules or ions with the total composition C59H146N10O14 in a non-equilibrium geometry, with properties calculated with wB97M-V/def2-TZVPD.

```
229
Properties=species:S:1:pos:R:3:mulliken_charge:R:1
C 22.754 12.991 18.499 -1.764
C 23.642 14.211 18.255 1.900
C 24.054 14.703 19.633 -1.704
C 24.825 13.767 17.397 -1.318
C 25.643 14.953 16.884 -0.750
C 24.833 15.930 16.140 -0.542
C 23.638 16.392 16.898 2.249
C 24.050 17.442 17.980 -0.172
C 22.650 17.065 15.935 -2.060
N 22.939 15.193 17.427 -0.037
O 21.765 15.616 18.151 -0.177
H 21.951 13.391 19.182 0.096
H 22.311 12.656 17.558 0.460
H 23.252 12.110 18.975 0.391
H 24.751 15.532 19.590 0.473
H 23.112 14.973 20.098 0.201
H 24.487 13.865 20.201 0.461
H 25.553 13.199 17.988 0.407
H 24.466 13.104 16.574 0.311
H 26.264 15.443 17.652 0.196
H 26.386 14.560 16.236 0.626
H 24.396 15.478 15.260 0.466
H 25.494 16.757 15.814 -0.569
H 24.616 18.203 17.445 -0.595
H 24.747 17.047 18.702 0.332
H 23.187 17.853 18.464 -0.471
H 21.784 17.400 16.556 0.234
H 22.318 16.373 15.146 0.635
H 23.089 17.939 15.441 0.210
H 21.065 15.073 17.726 0.309
C 17.025 18.027 23.447 -1.548
C 16.930 19.374 24.113 1.623
C 15.486 19.837 24.092 -1.700
C 17.318 19.370 25.629 -1.173
C 17.618 20.732 26.268 -0.938
C 18.538 21.552 25.382 -1.364
C 18.115 21.685 23.909 1.745
C 16.868 22.563 23.668 -1.562
C 19.281 22.289 23.156 -0.885
N 17.903 20.257 23.375 0.763
O 17.430 20.485 21.976 0.663
H 18.084 17.900 23.306 0.187
H 16.648 17.214 24.094 0.452
H 16.519 18.089 22.461 0.054
H 14.836 19.025 24.418 0.524
H 15.379 20.645 24.838 0.442
H 15.172 20.133 23.089 0.009
H 16.502 18.909 26.230 0.334
H 18.262 18.770 25.686 0.251
H 16.692 21.222 26.486 0.420
H 18.019 20.566 27.246 0.513
H 19.581 21.214 25.369 0.408
H 18.585 22.534 25.746 0.534
H 15.970 22.329 24.192 0.498
H 16.662 22.593 22.582 -0.136
H 17.061 23.528 24.166 0.459
H 19.753 23.108 23.727 0.657
H 18.903 22.709 22.234 -0.388
H 20.002 21.541 22.898 -0.270
H 18.276 20.358 21.447 -0.392
C 30.229 20.659 15.510 -1.961
C 28.762 20.161 15.426 1.854
C 28.674 19.126 14.318 -1.655
C 28.414 19.608 16.750 -1.877
C 26.923 19.413 17.009 0.855
C 26.219 20.747 16.784 -0.277
C 26.460 21.211 15.308 1.809
C 25.708 20.327 14.238 -1.330
C 25.915 22.685 15.239 -1.733
N 27.930 21.371 15.210 0.039
O 28.281 21.789 13.858 -0.492
H 30.800 19.808 15.876 0.413
H 30.565 21.007 14.507 0.357
H 30.255 21.467 16.218 0.487
H 29.459 18.388 14.604 0.478
H 27.634 18.709 14.255 0.204
H 28.934 19.594 13.408 0.447
H 29.005 18.688 16.893 0.522
H 28.660 20.330 17.535 0.349
H 26.493 18.617 16.486 -0.764
H 26.827 18.929 17.986 0.533
H 26.696 21.520 17.440 0.413
H 25.121 20.672 16.895 -0.580
H 24.691 20.679 14.164 0.454
H 25.632 19.257 14.532 0.000
H 26.200 20.439 13.249 0.250
H 24.879 22.842 15.648 0.111
H 25.828 22.941 14.185 0.445
H 26.639 23.375 15.725 0.433
H 28.579 22.692 14.059 0.369
C 20.834 22.833 14.379 -0.371
O 21.642 23.762 13.734 -0.287
C 21.256 24.277 12.477 -0.671
C 21.722 23.270 11.341 0.603
C 23.272 23.234 11.296 -1.219
N 21.203 23.548 9.928 -0.744
H 19.957 23.196 14.838 -0.108
H 21.427 22.284 15.055 -0.212
H 20.504 22.098 13.630 0.548
H 20.214 24.489 12.491 0.316
H 21.824 25.163 12.340 0.288
H 21.307 22.270 11.482 0.259
H 23.608 22.929 12.278 0.138
H 23.676 24.222 11.093 0.322
H 23.695 22.562 10.510 0.380
H 20.200 23.328 9.892 0.270
H 21.284 24.520 9.685 0.235
C 11.561 17.130 18.534 -0.769
O 11.552 18.518 18.768 -0.382
C 12.680 19.024 19.453 -0.645
C 14.043 18.914 18.751 0.242
C 15.158 19.808 19.520 -0.368
N 13.999 19.381 17.327 -0.485
H 11.735 16.503 19.385 0.352
H 12.304 16.827 17.816 0.294
H 10.618 16.803 18.112 0.276
H 12.385 20.066 19.627 0.304
H 12.773 18.548 20.469 0.384
H 14.322 17.847 18.721 0.281
H 14.840 20.863 19.527 0.365
H 16.132 19.776 19.007 -0.583
H 15.322 19.428 20.524 0.102
H 13.267 18.898 16.806 0.252
H 13.769 20.367 17.361 0.255
C 20.520 14.202 21.548 -0.682
O 20.466 12.792 21.495 -0.396
C 19.384 12.257 20.735 -0.921
C 19.326 10.737 20.836 0.715
C 18.325 10.170 19.815 -1.434
N 19.028 10.234 22.236 -0.762
H 19.643 14.650 22.060 0.540
H 20.514 14.675 20.598 0.243
H 21.425 14.380 22.097 0.101
H 18.455 12.664 21.138 0.475
H 19.451 12.540 19.721 0.280
H 20.345 10.461 20.464 0.149
H 18.603 10.512 18.801 0.349
H 17.344 10.553 19.871 0.382
H 18.279 9.099 19.792 0.377
H 19.107 9.201 22.210 0.267
H 19.753 10.560 22.892 0.268
C 20.866 24.672 17.336 -0.072
O 19.974 24.315 18.421 -0.248
C 18.600 24.635 18.233 -0.449
C 17.749 24.012 19.297 0.363
C 17.916 24.656 20.676 -1.426
N 18.019 22.554 19.355 0.928
H 21.735 24.106 17.454 -0.574
H 21.045 25.738 17.497 0.378
H 20.444 24.583 16.307 0.340
H 18.364 25.708 18.129 0.535
H 18.364 24.318 17.270 -0.157
H 16.717 24.188 18.976 0.525
H 17.343 24.157 21.475 0.231
H 17.499 25.692 20.656 0.555
H 18.954 24.679 20.973 0.168
H 18.838 22.479 19.964 -0.835
H 17.298 22.081 19.922 -0.323
C 21.410 19.296 24.512 -0.610
O 21.907 18.233 23.738 -0.043
C 23.138 17.727 24.130 -1.130
C 23.715 16.849 23.045 2.079
C 25.030 16.244 23.444 -1.585
N 23.942 17.809 21.826 -0.678
H 21.383 18.914 25.562 0.454
H 20.481 19.746 24.184 -0.292
H 22.243 20.044 24.558 0.394
H 23.837 18.563 24.346 0.411
H 23.052 17.107 25.061 0.335
H 22.953 16.123 22.760 -0.731
H 25.764 17.056 23.360 0.391
H 25.299 15.428 22.746 0.307
H 24.953 15.873 24.489 0.408
H 23.019 18.214 21.554 0.065
H 24.214 17.188 21.064 0.147
C 24.022 25.444 18.640 -0.490
O 23.515 24.934 19.827 -0.328
C 24.107 23.744 20.282 -0.493
C 23.146 23.070 21.259 0.068
C 23.792 21.682 21.528 -0.648
N 21.795 22.909 20.775 0.659
H 23.780 24.769 17.778 0.055
H 25.112 25.518 18.782 0.369
H 23.502 26.437 18.491 0.166
H 24.329 23.061 19.443 -0.069
H 25.077 23.900 20.791 0.521
H 23.075 23.696 22.154 0.708
H 24.895 21.749 21.686 0.479
H 23.700 21.147 20.596 -0.008
H 23.324 21.186 22.362 -0.290
H 21.276 23.769 20.827 0.310
H 21.769 22.584 19.818 -1.113
C 21.896 21.127 17.436 0.524
O 21.730 20.456 18.632 0.644
C 20.424 19.713 18.654 -0.441
C 20.318 18.790 19.885 1.018
C 19.031 18.052 19.840 -0.941
N 20.325 19.527 21.193 1.990
H 20.961 21.703 17.272 -1.059
H 22.082 20.486 16.569 0.573
H 22.748 21.844 17.579 -0.187
H 19.627 20.486 18.732 -0.800
H 20.204 19.233 17.748 0.246
H 21.137 18.060 19.848 -0.424
H 18.894 17.148 19.202 0.273
H 18.251 18.716 19.439 -0.276
H 18.650 17.761 20.811 0.163
H 20.479 18.857 21.906 -0.347
H 21.045 20.216 21.159 -0.937
O 19.560 19.602 14.999 -0.138
C 19.026 18.280 14.873 0.004
C 18.111 18.191 13.597 -0.819
O 17.108 19.120 13.556 -0.557
H 19.081 20.123 15.686 -0.193
H 19.780 17.527 14.699 0.026
H 18.458 18.035 15.774 0.348
H 17.860 17.133 13.615 0.367
H 18.680 18.329 12.660 0.390
H 16.845 19.382 14.441 0.351
O 18.772 21.888 16.529 1.837
C 17.531 22.178 15.817 -0.993
C 16.368 21.555 16.492 -0.567
O 16.690 20.166 16.609 -0.271
H 18.514 21.834 17.476 -1.065
H 17.353 23.226 15.683 0.649
H 17.560 21.764 14.816 0.444
H 15.509 21.785 15.845 0.552
H 16.183 22.041 17.443 -0.003
H 15.851 19.748 16.832 0.159
```

Computed properties:
- Charge: 0
- Molecular weight: 1219.873 g/mol
- DFT total energy: -107107.9113 eV
- Multiplicity: 1

[2]
Below is C3H8N2OS in the gas phase in a non-equilibrium geometry, with properties calculated with wB97M-V/def2-TZVPD.

```
15
Properties=species:S:1:pos:R:3:nbo_charge:R:1
N -0.110 1.789 -1.863 -0.841
C -0.404 0.493 -1.360 0.680
O -0.588 -0.501 -2.010 -0.580
C -0.453 0.391 0.204 -0.176
N -1.912 0.357 0.533 -0.904
C 0.150 -0.955 0.636 -0.476
S 1.633 -0.788 1.787 -0.092
H -0.700 2.489 -1.435 0.391
H -0.212 1.619 -2.860 0.390
H 0.223 1.178 0.534 0.197
H -1.869 0.142 1.510 0.413
H -2.393 0.702 -0.270 0.418
H 0.315 -1.800 -0.024 0.258
H -0.516 -1.184 1.459 0.201
H 2.561 -1.193 0.925 0.122
```

Computed properties:
- Charge: 0
- Molecular weight: 120.177 g/mol
- DFT total energy: -19102.2661 eV
- Multiplicity: 1